[1]
17
Properties=species:S:1:pos:R:3 method="wB97M-V/def2-TZVPD" e_above_lowest_kj_mol=2.6 orbital_gap_ha=0.425 charge=+1 e_tot_ev=-11152.0719 spin_multiplicity=1 homo_ev=-14.1 lumo_ev=-2.55
H -4.2301 0.2142 -1.1952
H 1.0773 -0.6523 -2.1084
N -3.3082 -0.0624 -1.1602
C 1.4444 -0.5194 -0.1613
H 3.1797 -0.4547 0.9428
H -1.1265 -0.3998 1.4911
C -2.2230 -0.4064 -1.3531
N 1.8297 -0.8426 -1.3742
N 2.2320 -0.3342 0.8554
H -0.5808 1.9464 1.8959
H -0.5093 -0.4275 -0.8045
H -1.4823 1.6604 0.6516
N -0.6107 1.5364 1.0386
H 1.6875 -0.0780 1.6176
N -0.3311 0.1320 1.2324
N 0.1430 -0.4019 0.0262
H 2.8085 -0.9104 -1.5946


[2]
18
Properties=species:S:1:pos:R:3 method="wB97M-V/def2-TZVPD" e_above_lowest_kj_mol=206.0 orbital_gap_ha="0.260 / 0.260" charge=+1 e_tot_ev=-21982.5122 spin_multiplicity=1 homo_ev="-12.4 / -12.4" lumo_ev="-5.33 / -5.34"
H 0.7196 1.1530 -1.6333
H 3.8608 -1.5416 0.5143
H -1.9749 2.4180 0.9048
H -2.3983 3.1954 -0.5307
N 1.9278 -1.4238 -0.0794
S -3.0194 -1.5856 -0.3627
N 3.2473 -0.8699 0.0474
C 0.7154 -1.0128 0.1465
H -2.7780 -2.8679 -0.1157
H 0.2823 0.0904 2.2239
N -0.8238 2.0420 -0.8109
N -0.0126 0.7183 1.4722
H 2.0475 -2.4048 -0.2802
C 0.0855 1.1631 -0.7628
H -3.8285 -2.1068 -1.2304
N 0.3873 0.2910 0.3464
H 3.3064 0.1889 0.2158
N -1.7444 2.5531 -0.0652


[3]
13
Properties=species:S:1:pos:R:3 method="wB97M-V/def2-TZVPD" e_above_lowest_kj_mol=21.7 orbital_gap_ha="0.118 / 0.364" charge=-1 e_tot_ev=-5755.6413 spin_multiplicity=2 homo_ev="1.3 / -5.4" lumo_ev="4.49 / 4.46"
N 0.0318 0.2120 -0.4138
H 0.5128 -0.8337 0.4950
H 1.2760 1.3309 0.8800
H -1.6665 1.0337 -1.3732
H 0.6769 0.0649 -1.1742
H -0.3906 1.8394 0.8515
H -1.4971 -0.7248 -1.4317
H -1.9639 -0.0788 0.0689
H 0.3947 -1.9476 1.6503
O 0.9350 -1.7322 0.8672
C 0.4091 1.4795 0.2251
C -1.3608 0.1571 -0.7996
H 0.7061 2.2324 -0.4846


[4]
13
Properties=species:S:1:pos:R:3 method="wB97M-V/def2-TZVPD" smiles=CCN.O e_above_lowest_kj_mol=31.9 orbital_gap_ha=0.382 e_tot_ev=-5757.1928 spin_multiplicity=1 homo_ev=-9.6 lumo_ev=0.82
H 0.1533 0.7650 -0.7797
H 1.9366 -0.0926 1.1001
H 1.5792 2.1738 0.5815
H 1.3689 2.0107 2.1996
H 2.2753 5.7624 1.9074
H -1.0628 0.0065 0.2952
H 1.8369 4.4319 1.2274
H 0.4433 -0.0962 2.0830
N 0.9562 1.7724 1.2910
H 0.2410 -0.9889 -0.4251
C 0.9039 0.3017 1.1584
O 1.7991 5.4095 1.1219
C 0.0000 0.0000 0.0000